1.
Formula: C25H48N3O4ReS3Si
Source: the OMol25 dataset
Level of theory: ωB97M-V with the def2-TZVPD basis set

Output
Multiplicity: 2
E_HOMO (spin up / spin down), eV: -17.45 / -17.14
⟨S²⟩: 0.91
Frontier orbital gap (spin up / spin down), eV: 6.900 / 7.018
Charge: +3

Last column: Löwdin charge in e.
Positions of all 85 atoms, in Å:
Re: -1.068 0.294 -1.261  1.273
C: -1.792 5.617 -0.844  0.001
C: -2.141 4.182 -0.645  -0.217
C: -2.633 3.402 -1.706  0.000
C: -3.060 2.106 -1.484  -0.116
C: -2.845 1.481 -0.226  -0.229
C: -2.315 2.271 0.832  -0.029
C: -2.010 3.593 0.623  -0.013
H: -1.802 5.904 -1.893  0.096
H: -0.816 5.848 -0.414  0.104
H: -2.520 6.238 -0.314  0.120
H: -2.782 3.864 -2.674  0.133
H: -3.596 1.578 -2.258  0.108
H: -3.419 0.596 0.039  0.122
H: -2.185 1.818 1.806  0.104
H: -1.667 4.209 1.447  0.140
C: 2.738 1.044 0.566  -0.005
C: 1.393 1.742 0.522  -0.529
C: 1.116 2.456 1.828  0.009
C: 1.279 2.651 -0.681  -0.011
O: 0.299 0.678 0.331  -0.359
Si: 0.029 -0.620 1.417  -0.011
S: -1.258 -1.554 -0.123  0.611
O: -0.885 -0.085 2.592  -0.146
C: -1.108 -0.260 4.055  -0.580
C: -1.797 1.015 4.501  -0.015
C: 0.230 -0.443 4.743  -0.003
C: -2.005 -1.471 4.220  -0.003
O: 1.327 -1.465 1.674  -0.125
C: 1.857 -2.842 1.772  -0.590
C: 3.103 -2.742 2.628  -0.001
C: 0.801 -3.727 2.407  -0.012
C: 2.179 -3.283 0.356  -0.016
H: 3.511 1.813 0.520  0.118
H: 2.865 0.368 -0.276  0.067
H: 2.875 0.489 1.492  0.092
H: 1.925 3.166 2.003  0.121
H: 1.110 1.760 2.666  0.082
H: 0.177 3.007 1.816  0.072
H: 1.879 3.544 -0.502  0.119
H: 0.251 2.978 -0.839  0.064
H: 1.664 2.175 -1.585  0.076
H: -1.163 1.885 4.321  0.091
H: -2.001 0.967 5.571  0.110
H: -2.751 1.142 3.987  0.090
H: 0.880 0.420 4.590  0.093
H: 0.739 -1.340 4.393  0.068
H: 0.070 -0.546 5.817  0.114
H: -2.947 -1.331 3.687  0.097
H: -2.234 -1.621 5.275  0.111
H: -1.515 -2.374 3.852  0.079
H: 2.863 -2.358 3.619  0.092
H: 3.840 -2.086 2.164  0.095
H: 3.550 -3.729 2.746  0.109
H: 0.576 -3.408 3.424  0.083
H: 1.163 -4.754 2.455  0.112
H: -0.120 -3.731 1.816  0.080
H: 2.864 -2.577 -0.113  0.073
H: 1.272 -3.354 -0.250  0.072
H: 2.651 -4.266 0.375  0.110
C: -4.291 -1.580 -3.826  -0.200
S: -2.521 -1.375 -3.882  1.002
C: -2.010 -2.889 -3.093  -0.252
O: -2.273 -0.182 -2.890  -0.747
H: -4.534 -2.432 -4.464  0.089
H: -4.744 -0.683 -4.243  0.077
H: -4.616 -1.757 -2.802  0.082
H: -2.191 -3.674 -3.831  0.089
H: -2.580 -3.081 -2.186  0.050
H: -0.941 -2.830 -2.895  0.049
C: 3.935 -2.540 -3.590  -0.064
C: 3.877 -1.206 -2.838  -0.219
C: 2.558 -0.533 -3.011  -0.551
N: 1.604 -0.558 -2.155  0.043
N: 0.481 0.114 -2.601  -0.200
C: 0.614 0.643 -3.827  -0.654
N: -0.323 1.348 -4.458  0.158
S: 2.167 0.337 -4.485  1.229
H: 4.907 -3.003 -3.435  0.095
H: 3.802 -2.402 -4.664  0.082
H: 3.169 -3.225 -3.228  0.081
H: 4.666 -0.537 -3.187  0.128
H: 4.027 -1.356 -1.769  0.106
H: -1.275 1.346 -4.121  0.086
H: -0.150 1.717 -5.380  0.137


2.
Formula: C25H49Br3F3INO11P2S
Source: the OMol25 dataset
Level of theory: ωB97M-V with the def2-TZVPD basis set

Output
Multiplicity: 1
E_HOMO, eV: -11.68
Frontier orbital gap, eV: 7.286
Charge: +1

Last column: Löwdin charge in e.
Positions of all 96 atoms, in Å:
C: 5.838 -0.348 3.399  -0.062
C: 4.903 -1.182 2.336  -0.153
N: 3.707 -0.327 1.902  -0.044
C: 4.078 0.863 1.053  -0.299
C: 5.053 0.682 -0.187  -0.608
Br: 7.024 0.741 0.288  0.754
C: 4.721 -0.454 -1.271  -0.679
C: 5.842 -1.584 -1.470  -0.224
Br: 4.580 0.420 -3.097  0.700
C: 2.764 1.800 0.763  -0.688
I: 3.190 3.829 0.162  0.938
C: 1.793 0.952 -0.171  -0.198
C: 1.451 -0.458 0.492  -0.112
C: 2.460 -1.074 1.576  -0.339
C: 2.515 -2.646 1.300  -0.130
C: 3.410 -3.276 0.184  -0.624
O: 3.186 -3.325 -1.057  -0.017
Br: 5.063 -4.286 0.741  0.748
S: 1.420 -1.093 3.184  0.869
O: 0.216 -1.982 3.087  -0.253
O: 2.274 -1.646 4.322  -0.287
C: 0.832 0.572 3.734  -0.398
F: 0.006 1.266 2.785  0.056
F: 1.862 1.428 4.261  0.064
F: -0.037 0.342 4.852  0.084
H: 5.428 0.696 3.621  0.090
H: 6.913 -0.360 3.005  0.064
H: 5.883 -0.890 4.423  0.106
H: 4.572 -2.080 2.986  0.129
H: 5.553 -1.511 1.461  0.071
H: 3.500 0.139 2.826  0.147
H: 4.684 1.559 1.765  0.138
H: 4.970 1.670 -0.792  0.032
H: 3.666 -0.828 -1.078  0.057
H: 6.677 -1.097 -2.111  0.075
H: 5.415 -2.425 -2.130  0.087
H: 6.352 -1.946 -0.519  0.026
H: 2.257 1.892 1.799  0.071
H: 2.239 0.809 -1.223  0.102
H: 0.824 1.551 -0.318  0.133
H: 1.382 -1.225 -0.378  0.145
H: 0.369 -0.411 0.905  0.137
H: 1.426 -2.976 1.067  0.166
H: 2.757 -3.176 2.304  0.129
O: -0.130 -2.004 -4.405  -0.270
P: -0.780 -3.178 -5.146  0.726
O: -1.233 -4.023 -3.778  -0.230
C: -1.844 -3.363 -2.676  -0.305
C: -3.348 -3.260 -2.835  -0.077
O: 0.618 -4.001 -5.478  -0.220
C: 1.885 -3.363 -5.392  -0.289
C: 2.460 -3.484 -3.992  -0.089
O: -1.527 -4.405 -6.071  -0.196
C: -2.906 -4.697 -5.976  -0.295
C: -3.774 -3.584 -6.521  -0.078
H: -1.418 -2.372 -2.506  0.094
H: -1.621 -3.960 -1.786  0.116
H: -3.609 -2.692 -3.731  0.065
H: -3.798 -2.763 -1.971  0.081
H: -3.801 -4.251 -2.924  0.079
H: 1.818 -2.321 -5.714  0.105
H: 2.552 -3.865 -6.100  0.120
H: 1.749 -3.177 -3.224  0.053
H: 3.363 -2.875 -3.893  0.061
H: 2.719 -4.524 -3.776  0.083
H: -3.173 -4.964 -4.954  0.094
H: -3.078 -5.600 -6.570  0.132
H: -3.523 -2.618 -6.074  0.063
H: -4.829 -3.798 -6.335  0.087
H: -3.626 -3.481 -7.600  0.084
O: -6.251 4.733 3.663  -0.245
P: -5.169 3.872 3.005  0.722
O: -4.558 5.074 2.021  -0.230
C: -4.314 6.383 2.524  -0.292
C: -2.937 6.506 3.148  -0.081
O: -6.150 3.134 1.895  -0.228
C: -7.566 3.144 2.041  -0.296
C: -8.173 4.363 1.370  -0.073
O: -3.960 2.836 2.378  -0.201
C: -2.581 3.097 2.533  -0.306
C: -2.123 2.967 3.969  -0.088
H: -5.076 6.694 3.240  0.106
H: -4.382 7.067 1.673  0.122
H: -2.824 5.816 3.987  0.062
H: -2.766 7.522 3.514  0.083
H: -2.155 6.277 2.419  0.072
H: -7.848 3.078 3.094  0.105
H: -7.949 2.240 1.559  0.116
H: -7.686 5.290 1.673  0.069
H: -9.239 4.439 1.605  0.081
H: -8.062 4.295 0.285  0.078
H: -2.322 4.065 2.104  0.097
H: -2.051 2.355 1.926  0.109
H: -2.736 3.566 4.647  0.071
H: -1.080 3.277 4.065  0.077
H: -2.208 1.928 4.303  0.075


Across the entries above, max |F| takes the values 0.3; 9.2 eV Å⁻¹, respectively.
Across the entries above, ΔE to the lowest compared entry with this formula, charge and spin takes the values 5.8; 227.0 kcal per mole, respectively.